[1]
This record from the OMol25 dataset describes a 4-piece molecular cluster, C22H51NO3 overall. The level of theory is ωB97M-V/def2-TZVPD.

Geometry as XYZ:
```
77
Properties=species:S:1:pos:R:3
N -4.025 -2.282 1.319
C -3.605 -3.603 1.989
C -2.076 -3.961 1.414
C -1.340 -5.098 2.342
O 0.125 -5.146 2.222
C 0.571 -5.274 0.826
O 0.871 -6.474 0.258
O 0.790 -4.095 -0.076
H -3.435 -2.224 0.442
H -5.045 -2.278 1.100
H -3.519 -3.496 3.172
H -4.369 -4.476 1.796
H -2.113 -4.271 0.266
H -1.448 -2.948 1.476
H -1.883 -6.120 2.133
H -1.567 -4.795 3.475
H 0.577 -3.282 0.493
C -1.639 -0.560 3.730
C -0.682 0.296 4.547
C 0.770 -0.183 4.475
C 1.026 -1.588 5.030
C 0.615 -1.802 6.489
C 1.379 -0.920 7.464
H -1.677 -1.588 4.099
H -2.651 -0.149 3.787
H -1.341 -0.580 2.677
H -1.022 0.337 5.587
H -0.727 1.324 4.169
H 1.403 0.539 5.003
H 1.099 -0.160 3.428
H 2.096 -1.809 4.927
H 0.507 -2.326 4.407
H 0.800 -2.851 6.751
H -0.461 -1.641 6.612
H 2.456 -1.095 7.387
H 1.073 -1.143 8.492
H 1.186 0.142 7.285
C 0.325 -2.145 -3.572
C -0.716 -1.100 -3.941
C -0.533 0.226 -3.198
C -0.669 0.147 -1.673
C -2.000 -0.409 -1.161
C -3.198 0.442 -1.554
H 0.264 -2.421 -2.515
H 0.169 -3.055 -4.160
H 1.336 -1.779 -3.777
H -1.720 -1.502 -3.768
H -0.646 -0.905 -5.018
H -1.255 0.951 -3.591
H 0.459 0.631 -3.435
H -0.524 1.155 -1.262
H 0.145 -0.462 -1.265
H -1.956 -0.462 -0.067
H -2.148 -1.436 -1.512
H -3.091 1.464 -1.178
H -4.115 0.020 -1.129
H -3.325 0.484 -2.640
C 4.130 6.311 -5.071
C 3.774 4.833 -5.028
C 2.273 4.567 -5.159
C 1.403 5.150 -4.040
C 1.760 4.689 -2.624
C 1.597 3.191 -2.420
H 3.687 6.858 -4.234
H 5.215 6.438 -5.013
H 3.786 6.768 -6.005
H 4.165 4.387 -4.107
H 4.289 4.328 -5.854
H 2.112 3.485 -5.219
H 1.923 4.976 -6.116
H 0.357 4.888 -4.244
H 1.449 6.245 -4.074
H 1.106 5.210 -1.914
H 2.784 4.986 -2.371
H 0.569 2.879 -2.629
H 1.828 2.925 -1.383
H 2.270 2.620 -3.066
```

**E_LUMO**: 0.015 Ha
**Orbital gap**: 10.20 eV
**SMILES**: NCCCOC(=O)O.CCCCCC.CCCCCC.CCCCCC
**E_tot**: -1149.193788 Ha

***

[2]
This record from the OMol25 dataset describes a 4-piece molecular cluster, C22H52N2O12 overall. The level of theory is ωB97M-V/def2-TZVPD.

Geometry as XYZ:
```
88
Properties=species:S:1:pos:R:3
N -5.527 -5.136 -3.193
C -4.167 -5.547 -3.583
C -3.643 -6.842 -2.954
O -2.717 -6.666 -1.898
C -3.192 -5.921 -0.791
C -2.307 -4.687 -0.567
O -3.079 -3.504 -0.349
N -3.204 -2.772 -1.539
O -4.200 -2.161 -1.556
H -5.823 -5.599 -2.342
H -6.177 -5.459 -3.899
H -4.186 -5.697 -4.658
H -3.455 -4.746 -3.403
H -4.476 -7.488 -2.664
H -3.099 -7.388 -3.720
H -4.236 -5.632 -0.868
H -3.110 -6.547 0.097
H -1.692 -4.583 -1.457
H -1.643 -4.827 0.278
C -2.093 5.335 -5.216
O -2.527 4.637 -4.072
C -3.751 5.146 -3.570
C -4.410 4.145 -2.647
O -5.115 3.117 -3.327
C -4.333 2.079 -3.901
C -3.800 1.085 -2.894
O -2.637 1.593 -2.259
C -2.339 0.893 -1.074
H -1.940 6.399 -4.996
H -1.146 4.900 -5.529
H -2.815 5.234 -6.034
H -4.433 5.377 -4.397
H -3.542 6.069 -3.011
H -5.172 4.680 -2.075
H -3.689 3.732 -1.939
H -3.527 2.484 -4.515
H -5.018 1.542 -4.561
H -3.536 0.151 -3.407
H -4.576 0.873 -2.148
H -3.148 1.008 -0.342
H -1.429 1.317 -0.654
H -2.177 -0.170 -1.277
C 0.379 -0.517 2.661
O 0.976 -1.796 2.646
C 0.489 -2.600 1.585
C 1.434 -3.751 1.317
O 2.560 -3.392 0.529
C 3.568 -2.644 1.192
C 4.422 -3.461 2.136
O 3.761 -3.647 3.376
C 4.345 -4.680 4.136
H -0.709 -0.591 2.772
H 0.786 0.034 3.507
H 0.617 0.028 1.740
H 0.376 -2.003 0.672
H -0.495 -2.997 1.875
H 0.898 -4.494 0.720
H 1.735 -4.228 2.251
H 3.136 -1.780 1.695
H 4.217 -2.274 0.395
H 5.365 -2.928 2.321
H 4.644 -4.431 1.675
H 4.271 -5.641 3.613
H 3.800 -4.750 5.075
H 5.398 -4.465 4.351
C 3.572 1.209 1.445
O 3.516 2.360 2.256
C 4.400 2.273 3.360
C 4.652 3.642 3.953
O 5.611 4.407 3.239
C 5.177 5.003 2.025
C 4.307 6.225 2.220
O 2.969 5.848 2.499
C 2.221 6.915 3.034
H 3.305 0.315 2.018
H 2.860 1.335 0.631
H 4.574 1.085 1.018
H 5.355 1.834 3.048
H 3.944 1.627 4.124
H 5.087 3.495 4.944
H 3.716 4.191 4.076
H 4.686 4.274 1.378
H 6.093 5.328 1.527
H 4.317 6.825 1.300
H 4.710 6.827 3.043
H 2.641 7.247 3.991
H 1.208 6.558 3.203
H 2.188 7.763 2.340
```

**E_LUMO**: 0.009 Ha
**Orbital gap**: 9.36 eV
**SMILES**: NCCOCCON=O.COCCOCCOC.COCCOCCOC.COCCOCCOC
**E_tot**: -1881.511999 Ha

***

[3]
This record from the OMol25 dataset describes C22H52N2O6Pd as an isolated structure. The level of theory is ωB97M-V/def2-TZVPD.

Geometry as XYZ:
```
83
Properties=species:S:1:pos:R:3
Pd 0.875 0.223 1.029
C 1.733 3.251 -1.536
C 0.331 3.759 -1.167
C -0.014 4.762 -2.289
C -1.466 5.226 -2.272
C -2.380 4.001 -2.279
C -2.086 2.967 -1.174
N -0.648 2.676 -1.124
O -0.313 1.663 -0.436
C -2.890 1.700 -1.508
C -2.631 3.502 0.169
C 0.443 4.564 0.128
H 1.693 2.563 -2.380
H 2.149 2.723 -0.677
H 2.374 4.078 -1.834
H 0.128 4.221 -3.229
H 0.656 5.618 -2.221
H -1.712 5.694 -3.228
H -1.742 5.901 -1.462
H -2.329 3.514 -3.257
H -3.419 4.324 -2.172
H -2.694 0.931 -0.762
H -2.557 1.311 -2.471
H -3.960 1.895 -1.507
H -2.102 3.098 1.031
H -3.691 3.258 0.240
H -2.605 4.592 0.242
H -0.401 5.234 0.298
H 1.345 5.179 0.123
H 0.524 3.943 1.022
C 1.296 -3.191 -2.119
C 0.078 -3.679 -1.319
C 0.310 -5.220 -1.275
C -0.651 -5.911 -0.335
C -0.607 -5.244 1.046
C -0.743 -3.714 1.050
N 0.159 -3.157 0.038
O 0.254 -1.759 0.049
C -0.313 -3.256 2.446
C -2.214 -3.316 0.939
C -1.165 -3.373 -2.166
H 1.254 -2.115 -2.297
H 1.435 -3.711 -3.067
H 2.191 -3.345 -1.509
H 1.362 -5.405 -1.051
H 0.141 -5.610 -2.285
H -0.417 -6.962 -0.135
H -1.649 -5.950 -0.779
H 0.266 -5.572 1.610
H -1.512 -5.656 1.508
H -0.543 -2.222 2.693
H 0.774 -3.403 2.488
H -0.621 -3.869 3.299
H -2.677 -3.810 0.081
H -2.327 -2.255 0.714
H -2.784 -3.514 1.848
H -2.097 -3.802 -1.796
H -1.068 -3.593 -3.231
H -1.374 -2.297 -2.141
C -2.024 0.100 2.156
O -0.730 0.286 2.732
H -2.504 1.087 2.152
H -1.986 -0.198 1.112
H -2.623 -0.579 2.761
H -0.811 0.173 3.683
C 3.034 0.079 -1.518
O 2.935 0.158 -0.097
H 3.752 0.805 -1.912
H 3.372 -0.915 -1.819
H 2.052 0.265 -1.944
H 3.762 -0.168 0.271
C 2.935 2.580 2.082
O 1.668 1.947 2.181
H 3.506 2.236 1.221
H 2.855 3.663 1.971
H 3.543 2.333 2.957
H 1.101 2.518 2.707
C 2.917 -1.171 3.573
O 2.162 -1.209 2.389
H 4.009 -1.216 3.479
H 2.744 -0.223 4.087
H 2.619 -1.975 4.255
H 2.339 -2.035 1.923
```

**ΔE to the lowest compared entry with this formula, charge and spin**: 15.35 kcal/mol
**E_LUMO (alpha / beta)**: 0.011 / 0.011 Ha
**Orbital gap (alpha / beta)**: 5.34 / 5.28 eV
**E_tot**: -1557.997887 Ha
**Multiplicity**: 3
**<S²>**: 2.01

***

Question: The highest E_tot belongs to which entry?
Answer: C22H51NO3

***

Please write out number 1 again, unchanged.
This record from the OMol25 dataset describes a 4-piece molecular cluster, C22H51NO3 overall. The level of theory is ωB97M-V/def2-TZVPD.

Geometry as XYZ:
```
77
Properties=species:S:1:pos:R:3
N -4.025 -2.282 1.319
C -3.605 -3.603 1.989
C -2.076 -3.961 1.414
C -1.340 -5.098 2.342
O 0.125 -5.146 2.222
C 0.571 -5.274 0.826
O 0.871 -6.474 0.258
O 0.790 -4.095 -0.076
H -3.435 -2.224 0.442
H -5.045 -2.278 1.100
H -3.519 -3.496 3.172
H -4.369 -4.476 1.796
H -2.113 -4.271 0.266
H -1.448 -2.948 1.476
H -1.883 -6.120 2.133
H -1.567 -4.795 3.475
H 0.577 -3.282 0.493
C -1.639 -0.560 3.730
C -0.682 0.296 4.547
C 0.770 -0.183 4.475
C 1.026 -1.588 5.030
C 0.615 -1.802 6.489
C 1.379 -0.920 7.464
H -1.677 -1.588 4.099
H -2.651 -0.149 3.787
H -1.341 -0.580 2.677
H -1.022 0.337 5.587
H -0.727 1.324 4.169
H 1.403 0.539 5.003
H 1.099 -0.160 3.428
H 2.096 -1.809 4.927
H 0.507 -2.326 4.407
H 0.800 -2.851 6.751
H -0.461 -1.641 6.612
H 2.456 -1.095 7.387
H 1.073 -1.143 8.492
H 1.186 0.142 7.285
C 0.325 -2.145 -3.572
C -0.716 -1.100 -3.941
C -0.533 0.226 -3.198
C -0.669 0.147 -1.673
C -2.000 -0.409 -1.161
C -3.198 0.442 -1.554
H 0.264 -2.421 -2.515
H 0.169 -3.055 -4.160
H 1.336 -1.779 -3.777
H -1.720 -1.502 -3.768
H -0.646 -0.905 -5.018
H -1.255 0.951 -3.591
H 0.459 0.631 -3.435
H -0.524 1.155 -1.262
H 0.145 -0.462 -1.265
H -1.956 -0.462 -0.067
H -2.148 -1.436 -1.512
H -3.091 1.464 -1.178
H -4.115 0.020 -1.129
H -3.325 0.484 -2.640
C 4.130 6.311 -5.071
C 3.774 4.833 -5.028
C 2.273 4.567 -5.159
C 1.403 5.150 -4.040
C 1.760 4.689 -2.624
C 1.597 3.191 -2.420
H 3.687 6.858 -4.234
H 5.215 6.438 -5.013
H 3.786 6.768 -6.005
H 4.165 4.387 -4.107
H 4.289 4.328 -5.854
H 2.112 3.485 -5.219
H 1.923 4.976 -6.116
H 0.357 4.888 -4.244
H 1.449 6.245 -4.074
H 1.106 5.210 -1.914
H 2.784 4.986 -2.371
H 0.569 2.879 -2.629
H 1.828 2.925 -1.383
H 2.270 2.620 -3.066
```

**E_LUMO**: 0.015 Ha
**Orbital gap**: 10.20 eV
**SMILES**: NCCCOC(=O)O.CCCCCC.CCCCCC.CCCCCC
**E_tot**: -1149.193788 Ha

***

Question: The lowest E_tot belongs to which entry?
Answer: C22H52N2O12

***

Question: E_tot of number 3 (C22H52N2O6Pd)?
Answer: -1557.997887 Ha